Entry from OMol25: the molecule C21H20N4O2S in a non-equilibrium geometry (ωB97M-V/def2-TZVPD).

```
! wB97M-V def2-TZVPD RIJCOSX def2/J DEFGRID3
* xyz 0 1
O 2.84 -1.00 2.16
H 0.48 -0.94 -3.43
H 5.15 -0.89 1.66
C -0.23 -1.56 -2.89
C 1.49 -1.26 0.24
N 1.36 -1.30 -1.05
C 5.17 -0.79 0.57
O -2.75 -1.75 0.99
N -5.88 2.76 -1.14
C -6.39 2.45 1.17
H -6.96 2.77 2.04
C -5.03 1.75 -1.06
H -4.52 1.51 -1.99
C -3.05 -0.57 -1.04
C -3.87 -0.09 0.14
C 4.96 1.70 0.68
H -2.37 -3.17 -2.03
H -2.38 0.21 -1.39
N 3.82 -1.04 0.11
H 7.22 -0.07 -1.09
C -6.54 3.10 -0.05
C -5.51 1.39 1.25
H 4.14 1.56 1.36
C -2.68 -3.11 -1.00
S 0.00 -1.42 1.13
C 7.09 2.06 -1.05
H -2.20 -3.90 -0.43
H -1.24 -1.23 -3.11
C 6.69 0.78 -0.69
H -7.22 3.94 -0.16
C -0.81 -1.56 -0.38
H 4.83 3.84 0.72
H -3.69 -0.89 -1.87
H -0.11 -2.59 -3.24
H -3.76 -3.24 -0.93
C -4.80 1.02 0.10
H 6.73 4.16 -0.82
C 6.42 3.16 -0.55
H 7.92 2.20 -1.73
C 2.77 -1.08 0.95
H 3.63 -1.05 -0.88
N -3.65 -0.77 1.20
C 0.07 -1.48 -1.43
C 5.63 0.59 0.18
H 5.84 -1.55 0.15
H -5.35 0.85 2.17
C -2.30 -1.75 -0.40
C 5.35 2.98 0.32
*
```

Computed properties:
Largest force on an atom, eV/A: 1.22
Calculated total energy, hartree: -1579.92311
SMILES: Cc1nc(C(=O)NCc2ccccc2)sc1[C@]1(C)CC(c2cccnc2)=NO1
LUMO energy, eV: 0.2674